Density functional theory data (ωB97M-V/def2-TZVPD) for 10 unconnected molecules or ions with the total composition C34H88FN4O9 in a non-equilibrium geometry.

Each line ends with the Löwdin charge.
Geometry (Å):
N -2.798 2.630 1.274  0.03
C -2.274 1.286 1.442  -0.23
C -0.919 1.234 2.192  -0.25
C -1.115 1.342 3.696  -0.11
N -1.729 0.117 4.252  0.10
C -1.624 -1.021 3.511  -0.38
N -2.511 -1.994 3.789  0.22
N -0.701 -1.184 2.582  0.19
C -0.141 -0.021 1.831  -0.24
C 1.380 0.041 1.972  -0.11
C 1.979 1.248 1.286  -0.19
F 1.398 1.453 0.043  -0.03
H -2.963 3.065 2.170  0.07
H -2.193 3.201 0.700  0.08
H -2.210 0.759 0.493  0.11
H -3.004 0.755 2.062  0.11
H -0.370 2.130 1.911  0.14
H -0.157 1.527 4.183  0.13
H -1.757 2.194 3.907  0.12
H -1.392 -0.066 5.191  0.16
H -3.457 -1.718 3.994  0.13
H -2.265 -2.969 3.773  0.13
H -0.905 -1.981 1.991  0.17
H -0.348 -0.247 0.787  0.15
H 1.702 0.000 3.012  0.13
H 1.782 -0.859 1.501  0.13
H 3.059 1.150 1.193  0.11
H 1.807 2.130 1.907  0.12
C -6.254 -1.276 -1.443  -0.05
C -5.054 -0.576 -0.833  -0.50
C -4.752 0.744 -1.526  -0.04
O -3.893 -1.419 -0.883  -0.08
H -6.064 -1.502 -2.496  0.09
H -6.450 -2.219 -0.932  0.08
H -7.143 -0.650 -1.375  0.07
H -5.241 -0.403 0.226  0.10
H -4.512 0.586 -2.580  0.09
H -3.884 1.208 -1.056  0.05
H -5.596 1.432 -1.464  0.08
H -3.689 -1.601 -1.812  0.06
C 3.214 0.210 -3.106  -0.05
C 3.046 1.499 -3.896  -0.49
C 4.019 2.567 -3.425  -0.06
O 1.700 1.965 -3.795  -0.05
H 3.011 0.392 -2.046  0.06
H 2.511 -0.547 -3.457  0.06
H 4.227 -0.184 -3.197  0.08
H 3.206 1.299 -4.957  0.14
H 3.834 2.806 -2.373  0.07
H 3.894 3.487 -3.996  0.08
H 5.053 2.232 -3.523  0.09
H 1.529 2.153 -2.865  0.07
C -0.331 -1.980 -4.956  -0.05
C -1.087 -2.237 -3.664  -0.50
C -0.640 -3.526 -2.993  -0.06
O -2.497 -2.276 -3.908  -0.06
H -0.509 -2.793 -5.666  0.09
H -0.666 -1.052 -5.419  0.08
H 0.743 -1.912 -4.779  0.07
H -0.936 -1.396 -2.984  0.13
H -0.834 -4.383 -3.643  0.08
H -1.198 -3.687 -2.069  0.07
H 0.426 -3.507 -2.760  0.08
H -2.675 -3.007 -4.511  0.09
C 5.998 3.900 -0.260  -0.05
C 5.881 2.466 0.235  -0.50
C 6.002 2.395 1.749  -0.06
O 6.875 1.650 -0.367  -0.06
H 6.971 4.319 0.006  0.08
H 5.905 3.933 -1.346  0.07
H 5.224 4.536 0.175  0.08
H 4.915 2.055 -0.079  0.11
H 6.977 2.765 2.068  0.06
H 5.911 1.361 2.091  0.08
H 5.229 2.996 2.238  0.08
H 7.739 1.994 -0.095  0.06
C -8.108 2.949 1.217  -0.05
C -8.152 1.524 1.743  -0.49
C -8.140 1.483 3.262  -0.06
O -7.062 0.763 1.212  -0.07
H -7.188 3.444 1.543  0.08
H -8.120 2.956 0.127  0.08
H -8.957 3.529 1.577  0.09
H -9.052 1.030 1.377  0.12
H -7.222 1.939 3.644  0.08
H -8.176 0.453 3.617  0.08
H -8.990 2.023 3.679  0.08
H -6.245 1.178 1.515  0.08
C 9.887 3.508 4.170  -0.06
C 9.768 4.442 2.978  -0.50
C 10.358 5.812 3.272  -0.06
O 8.401 4.562 2.575  -0.07
H 9.340 3.913 5.027  0.08
H 9.462 2.532 3.933  0.07
H 10.929 3.372 4.464  0.08
H 10.278 3.999 2.121  0.13
H 9.825 6.285 4.101  0.08
H 10.266 6.463 2.403  0.08
H 11.412 5.739 3.541  0.08
H 7.909 4.954 3.306  0.09
C -10.763 -2.738 -0.321  -0.06
C -11.286 -1.466 -0.971  -0.49
C -10.618 -1.207 -2.311  -0.06
O -11.105 -0.350 -0.098  -0.06
H -9.688 -2.650 -0.134  0.07
H -11.255 -2.909 0.636  0.08
H -10.929 -3.606 -0.959  0.08
H -12.365 -1.546 -1.111  0.14
H -9.539 -1.080 -2.177  0.06
H -11.007 -0.294 -2.762  0.08
H -10.781 -2.034 -3.003  0.08
H -10.157 -0.253 0.047  0.06
C -2.702 -7.716 -1.070  -0.06
C -2.909 -6.830 -2.288  -0.51
C -4.219 -7.145 -2.994  -0.06
O -1.811 -6.957 -3.191  -0.06
H -2.658 -8.767 -1.368  0.08
H -1.761 -7.473 -0.576  0.08
H -3.515 -7.600 -0.352  0.08
H -2.906 -5.782 -1.981  0.13
H -4.219 -8.179 -3.348  0.08
H -4.352 -6.497 -3.860  0.08
H -5.071 -7.012 -2.326  0.08
H -1.777 -7.872 -3.491  0.09
C 11.704 0.239 0.974  -0.06
C 10.198 0.149 0.793  -0.49
C 9.813 -0.848 -0.286  -0.05
O 9.657 1.439 0.488  -0.07
H 12.178 0.572 0.046  0.08
H 11.955 0.959 1.753  0.08
H 12.126 -0.728 1.245  0.08
H 9.733 -0.138 1.738  0.14
H 10.234 -0.545 -1.249  0.09
H 8.730 -0.890 -0.396  0.08
H 10.184 -1.847 -0.051  0.08
H 10.048 1.731 -0.344  0.10

Properties
- charge = +1
- DFT total energy (eV) = -63785.2738
- strongest force on any atom (eV/A) = 1.080
- molar mass (g mol⁻¹) = 716.10
- orbital gap (eV) = 8.29
- highest occupied orbital energy (eV) = -11.3